[1]
Formula: C58H90N17O3S2
Source: the OMol25 dataset
Level of theory: ωB97M-V/def2-TZVPD

## Properties
- E (eV) = -114704.5581
- net charge = +1
- max |F| (hartree/bohr) = 0.2529
- HOMO energy (Eh) = -0.3596
- frontier orbital gap (eV) = 6.85

XYZ file:
```
170
Properties=species:S:1:pos:R:3:forces:R:3
C 1.257 -4.050 2.938 -0.848 -0.387 -0.301
C 1.328 -3.399 1.400 -0.942 -1.350 -0.165
C 2.666 -3.853 0.568 -0.061 -0.647 0.536
C 4.061 -3.136 1.045 0.702 -0.011 -0.783
C 3.978 -1.511 1.241 1.711 0.455 0.509
C 4.451 -0.651 -0.105 -1.164 -0.758 -0.202
C 3.597 0.746 -0.248 0.284 0.299 -0.708
C 4.504 2.111 -0.269 -1.668 0.678 0.273
C 3.419 3.379 -0.164 -0.536 -0.758 -0.096
C 2.617 3.633 -1.603 1.058 1.163 -0.306
C 1.151 4.344 -1.415 -0.270 0.077 0.660
C -0.130 3.351 -1.787 -0.851 0.745 2.215
C -0.699 2.798 -0.321 0.628 -4.128 0.796
C -0.437 1.218 0.124 -2.542 6.289 1.340
C 0.303 -0.006 -0.680 -0.165 1.334 0.204
S -0.867 -1.373 -1.255 0.167 0.541 -0.373
C -2.087 -0.679 -2.540 -1.310 1.216 -0.013
C -3.486 -0.384 -1.682 1.368 -0.041 0.320
N -1.084 1.241 1.495 -0.572 2.001 -1.717
C -1.028 -0.058 2.321 1.427 0.321 1.299
C 0.484 -0.036 3.030 0.748 0.940 -0.503
C 0.552 0.894 4.384 -0.786 -3.116 5.881
O 0.317 0.276 5.555 1.250 4.079 -7.357
O 0.899 2.332 4.418 1.213 -3.529 -0.463
C -1.714 2.560 1.894 1.628 -1.718 -2.564
C -2.511 2.777 3.345 0.579 0.758 -1.591
O -3.628 1.815 3.333 0.618 0.475 2.921
C -4.194 1.602 4.674 -2.663 -0.330 3.624
C -5.815 1.969 4.852 2.233 -1.546 3.397
C -6.525 1.713 6.315 3.094 -0.922 -0.300
C -5.763 1.092 7.642 2.790 0.857 -4.457
C -4.139 0.760 7.443 -2.452 1.358 -2.858
C -3.375 1.000 5.978 -3.611 0.779 0.317
N -1.475 3.541 0.760 1.886 -4.906 1.652
S -2.000 5.214 0.668 5.850 -0.271 -1.487
H 0.370 -4.848 2.973 2.107 1.829 -0.168
H 2.232 -4.650 3.209 -1.800 1.574 -0.403
H 0.962 -3.238 3.753 0.980 -1.688 -1.569
H 1.113 -2.245 1.404 0.694 -2.131 -0.019
H 0.402 -3.894 0.832 1.965 1.231 1.082
H 2.463 -3.773 -0.597 0.520 0.180 2.388
H 2.803 -5.021 0.774 -0.372 2.461 -0.459
H 4.561 -3.651 1.999 -1.544 1.218 -1.996
H 4.846 -3.324 0.166 -1.695 0.438 2.005
H 4.788 -1.236 2.073 -1.911 -0.614 -1.602
H 2.956 -1.107 1.645 1.749 -0.940 -0.882
H 4.179 -1.321 -1.036 0.715 1.365 1.816
H 5.622 -0.493 -0.126 -2.469 -0.200 0.144
H 3.008 0.700 -1.285 1.267 0.170 2.256
H 2.760 0.873 0.588 1.893 -0.367 -1.563
H 5.088 2.191 -1.285 -0.866 -0.178 2.166
H 5.181 2.199 0.683 -0.999 -0.421 -2.022
H 2.609 3.066 0.645 1.620 0.630 -1.570
H 3.924 4.361 0.237 -0.957 -1.837 -1.044
H 3.296 4.408 -2.203 -1.448 -1.734 1.162
H 2.585 2.664 -2.279 -0.105 1.849 1.580
H 1.054 4.611 -0.258 0.119 -0.459 -2.522
H 1.034 5.366 -1.993 0.416 -2.233 1.002
H 0.192 2.415 -2.416 -0.816 1.915 1.261
H -1.046 3.945 -2.261 2.202 -1.340 0.700
H 0.837 0.450 -1.640 -1.034 -0.808 2.431
H 1.090 -0.513 0.059 -1.729 1.007 -1.839
H -2.303 -1.449 -3.421 0.848 1.514 2.099
H -1.686 0.340 -2.996 -0.694 -2.182 0.908
H -4.323 0.064 -2.368 1.530 -0.918 1.394
H -3.166 0.360 -0.811 -0.917 -1.331 -1.924
H -3.765 -1.393 -1.158 0.217 2.021 -1.224
H -1.804 -0.080 3.199 1.201 0.153 -2.100
H -1.099 -0.989 1.605 -0.058 2.038 1.343
H 0.869 -1.106 3.307 -1.001 2.094 -0.232
H 1.267 0.413 2.251 -1.769 -0.896 1.613
H 1.898 2.335 4.624 -2.111 0.101 -0.284
H -1.759 2.632 4.243 -1.599 0.251 -1.852
H -2.946 3.881 3.290 1.006 -2.291 0.299
H -6.460 2.398 3.955 1.676 -1.054 2.136
H -7.666 1.970 6.411 2.472 -0.586 -0.263
H -6.328 0.909 8.666 1.378 0.462 -2.501
H -3.519 0.330 8.354 -1.382 1.012 -2.259
H -2.238 0.722 5.903 -2.412 0.646 0.133
H -1.867 5.873 1.903 0.144 -1.652 -0.790
C -3.723 -4.902 -3.698 0.196 0.543 1.127
C -3.559 -4.236 -2.341 0.919 3.534 7.277
N -3.424 -3.684 -1.216 -1.073 -4.374 -8.914
H -3.635 -5.987 -3.594 -0.021 0.197 0.130
H -4.705 -4.663 -4.114 0.202 -0.046 0.172
H -2.949 -4.546 -4.383 -0.076 0.058 0.184
C -0.275 -0.522 -6.653 -0.884 -0.804 0.188
C -1.396 -1.531 -6.463 -6.037 -5.452 1.041
N -2.325 -2.368 -6.306 7.376 6.634 -1.199
H 0.631 -1.031 -6.994 -0.212 -0.038 0.021
H -0.566 0.223 -7.399 -0.057 -0.189 0.104
H -0.065 -0.015 -5.707 -0.161 -0.150 -0.080
C 4.868 -5.573 -3.062 0.186 1.385 0.600
C 5.343 -4.254 -2.474 2.483 7.078 3.130
N 5.738 -3.160 -1.987 -2.946 -8.632 -4.001
H 5.222 -5.672 -4.092 -0.069 0.148 0.369
H 5.257 -6.407 -2.470 -0.045 0.297 -0.123
H 3.775 -5.612 -3.055 0.145 0.152 0.091
C -0.163 -3.595 -9.948 0.922 0.526 0.590
C 0.974 -2.911 -9.206 6.186 3.697 4.027
N 1.917 -2.343 -8.591 -7.567 -4.500 -4.885
H -0.851 -4.054 -9.234 0.186 0.133 -0.012
H -0.709 -2.863 -10.550 0.176 -0.043 0.143
H 0.236 -4.371 -10.607 0.052 0.173 0.154
C -7.388 -2.150 -4.437 0.281 -1.156 -0.332
C -7.039 -3.573 -4.840 1.846 -7.755 -2.225
N -6.749 -4.754 -5.174 -2.353 9.485 2.671
H -6.810 -1.440 -5.036 -0.045 -0.225 0.029
H -8.454 -1.967 -4.599 0.177 -0.152 -0.014
H -7.157 -1.994 -3.380 0.000 -0.158 -0.163
C -6.050 3.805 -0.361 1.384 0.336 0.414
C -4.914 4.489 0.381 4.724 2.971 3.369
N -3.971 5.057 0.997 -12.232 -3.651 -2.490
H -6.739 3.346 0.354 0.177 0.190 -0.011
H -6.597 4.537 -0.962 0.135 -0.038 0.161
H -5.651 3.029 -1.020 -0.055 0.093 0.042
C -9.372 7.424 -0.787 0.230 -0.933 -0.658
C -9.032 6.083 -1.417 1.770 -7.161 -3.341
N -8.750 4.971 -1.940 -2.236 8.773 4.165
H -9.338 8.212 -1.545 0.082 -0.236 -0.011
H -10.376 7.389 -0.355 0.270 -0.149 -0.088
H -8.653 7.658 0.003 -0.118 -0.189 -0.126
C 8.415 -1.032 3.102 -0.931 -0.821 0.158
C 7.294 -2.042 3.292 -6.116 -5.543 1.053
N 6.364 -2.879 3.450 7.518 6.732 -1.191
H 9.321 -1.541 2.762 -0.219 -0.002 0.063
H 8.123 -0.288 2.356 -0.038 -0.171 0.070
H 8.624 -0.526 4.048 -0.110 -0.171 -0.103
C 8.225 2.012 -3.006 0.230 0.030 1.221
C 8.508 2.044 -1.513 1.541 0.174 8.198
N 8.744 2.071 -0.274 -1.934 -0.238 -9.917
H 8.226 3.029 -3.407 0.041 -0.132 0.185
H 8.992 1.426 -3.518 -0.083 0.093 0.198
H 7.247 1.558 -3.190 0.154 0.041 0.160
C -2.295 -3.518 4.738 0.310 -1.138 -0.485
C -1.955 -4.859 4.108 1.754 -7.397 -3.439
N -1.673 -5.971 3.585 -2.332 8.929 4.220
H -2.261 -2.730 3.981 0.000 -0.212 0.027
H -3.299 -3.553 5.170 0.161 -0.086 -0.119
H -1.576 -3.284 5.528 -0.059 -0.132 -0.147
C 8.813 -7.701 -3.383 -1.231 -0.116 -0.449
C 7.410 -7.628 -3.964 -7.491 0.275 -3.195
N 6.247 -7.568 -4.446 9.546 -0.832 3.638
H 9.516 -7.182 -4.040 -0.341 -0.210 0.108
H 8.833 -7.230 -2.397 -0.133 -0.053 -0.141
H 9.122 -8.745 -3.285 -0.211 0.119 -0.037
C 10.005 -3.374 -3.859 0.277 -1.099 -0.503
C 10.345 -4.714 -4.489 1.926 -7.224 -3.507
N 10.627 -5.826 -5.012 -2.102 9.166 4.076
H 10.039 -2.586 -4.617 0.028 -0.237 0.033
H 9.001 -3.409 -3.427 0.120 -0.106 -0.095
H 10.724 -3.140 -3.069 -0.061 -0.156 -0.166
C 8.158 3.865 2.671 0.430 1.146 0.440
C 8.633 5.184 3.259 2.593 7.247 3.266
N 9.027 6.279 3.746 -3.181 -8.784 -3.918
H 8.512 3.767 1.641 -0.016 0.044 0.200
H 8.547 3.032 3.263 0.000 0.218 -0.051
H 7.065 3.827 2.678 0.175 0.115 0.048
C -11.642 3.451 0.400 0.369 1.063 0.464
C -11.167 4.770 0.988 2.587 7.150 3.199
N -10.773 5.865 1.475 -3.161 -8.815 -3.826
H -11.288 3.353 -0.629 0.030 0.164 0.175
H -11.253 2.618 0.992 -0.026 0.232 -0.015
H -12.735 3.413 0.407 0.192 0.121 0.069
C -8.944 4.909 7.963 -0.935 -0.808 0.165
C -10.065 3.900 8.154 -6.152 -5.537 1.042
N -10.994 3.063 8.311 7.490 6.690 -1.292
H -8.038 4.400 7.623 -0.179 -0.008 0.066
H -9.235 5.654 7.218 -0.054 -0.181 0.122
H -8.734 5.416 8.909 -0.117 -0.154 -0.121
```
Positions in Å, forces in eV/Å.

Atomic partial charges in e from the Löwdin method, atoms 1 to 8: number 1, C, carries -0.115; number 2, C, carries -0.249; number 3, C, carries -0.213; number 4, C, carries -0.213; number 5, C, carries -0.192; number 6, C, carries -0.189; number 7, C, carries -0.225; number 8, C, carries -0.197

[2]
Formula: C5H11O4Sc
Source: the OMol25 dataset
Level of theory: ωB97M-V/def2-TZVPD

## Properties
- E (eV) = -34245.5647
- net charge = +1
- max |F| (hartree/bohr) = 0.0399
- energy relative to the best compared isomer or geometry (same formula, charge and spin) (eV) = 0.0000
- HOMO energy (alpha / beta) (Eh) = -0.4511 / -0.4678
- multiplicity = 2
- frontier orbital gap (alpha / beta) (eV) = 6.87 / 7.23
- <S²> = 0.7535

XYZ file:
```
21
Properties=species:S:1:pos:R:3:forces:R:3
C -2.327 -4.133 1.930 0.388 -0.085 0.681
O -2.801 -3.953 0.616 0.098 1.031 -0.901
H -2.700 -3.352 2.614 0.104 -0.229 -0.138
H -2.689 -5.107 2.288 0.057 0.354 -0.197
H -1.223 -4.153 1.972 -0.344 0.027 0.014
O 0.237 1.433 -1.105 -1.129 0.808 0.241
C -0.112 0.092 -1.016 -0.010 -2.052 -0.029
C -1.594 -0.116 -1.173 0.639 -0.778 -0.591
O -2.309 0.905 -0.610 0.655 1.092 0.597
C -3.666 1.170 -1.003 -1.056 0.098 -0.534
C -3.940 2.617 -0.585 -1.666 -0.645 0.420
O -2.904 3.464 -0.960 1.247 -0.758 0.001
Sc -1.146 2.717 -0.828 0.448 0.738 -0.136
H 0.199 -0.342 -0.036 0.044 0.356 -0.352
H 0.394 -0.529 -1.783 -0.137 0.335 0.288
H -2.496 -3.083 0.268 -0.290 -1.101 0.569
H -2.100 -1.063 -1.385 0.144 0.449 0.110
H -4.341 0.454 -0.515 0.198 0.220 -0.097
H -3.734 1.054 -2.095 0.081 -0.002 0.278
H -4.102 2.632 0.512 0.135 0.156 -0.396
H -4.904 2.907 -1.046 0.393 -0.014 0.173
```
Positions in Å, forces in eV/Å.

Atomic partial charges in e from the Löwdin method, atoms 1 to 8: number 1, C, carries -0.178; number 2, O, carries -0.135; number 3, H, carries 0.077; number 4, H, carries 0.088; number 5, H, carries 0.079; number 6, O, carries -0.272; number 7, C, carries -0.287; number 8, C, carries -0.054

[3]
Formula: C24H49FNO5S3
Source: the OMol25 dataset
Level of theory: ωB97M-V/def2-TZVPD

## Properties
- E (eV) = -72625.0622
- net charge = +1
- max |F| (hartree/bohr) = 0.0114
- energy relative to the best compared isomer or geometry (same formula, charge and spin) (eV) = 0.0000
- HOMO energy (Eh) = -0.4519
- frontier orbital gap (eV) = 10.21

XYZ file:
```
83
Properties=species:S:1:pos:R:3:forces:R:3
C -2.089 0.543 2.347 0.033 -0.135 0.504
O -1.450 -0.463 1.595 -0.353 0.149 -0.346
C -0.218 -0.066 1.014 0.400 -0.096 0.101
C 0.176 -1.068 -0.063 -0.021 0.462 0.344
C -0.920 -1.255 -1.105 -0.061 -0.221 0.185
C -0.574 -2.206 -2.252 0.037 0.000 0.010
C 0.299 -1.656 -3.396 0.069 -0.077 -0.139
C 0.042 -0.192 -3.799 0.009 0.114 -0.223
C 1.082 0.837 -3.287 -0.010 0.059 0.162
C 0.557 1.993 -2.416 0.228 0.004 -0.197
C -0.375 2.988 -3.143 0.086 -0.049 0.134
C -1.560 3.455 -2.283 -0.191 0.086 -0.049
C -2.396 2.313 -1.699 -0.310 0.162 0.133
C -3.429 2.724 -0.636 0.023 -0.189 -0.065
C -4.073 1.457 -0.050 0.183 -0.182 -0.220
S -5.462 1.767 1.078 0.041 -0.001 -0.009
C -4.649 0.507 -1.121 0.039 0.040 0.118
N -3.599 0.287 -2.162 -0.238 0.309 0.196
F -4.069 -0.603 -3.104 -0.115 -0.030 -0.078
C -3.180 1.569 -2.792 -0.113 0.198 0.251
H -1.829 1.542 1.975 -0.029 -0.010 0.056
H -3.173 0.398 2.268 0.238 -0.054 0.235
H -1.817 0.484 3.409 0.060 0.077 -0.116
H 0.575 -0.031 1.776 -0.135 0.043 -0.096
H -0.308 0.949 0.593 -0.045 -0.106 0.013
H 0.402 -2.018 0.431 0.122 0.069 -0.215
H 1.093 -0.652 -0.502 -0.066 -0.338 -0.110
H -1.805 -1.646 -0.582 0.085 0.013 -0.008
H -1.187 -0.255 -1.478 0.326 -0.085 -0.091
H -1.507 -2.591 -2.686 0.117 0.072 0.074
H -0.054 -3.068 -1.813 -0.222 0.017 -0.099
H 0.095 -2.297 -4.262 0.126 0.073 0.126
H 1.365 -1.793 -3.178 -0.155 0.106 0.071
H 0.011 -0.141 -4.893 -0.049 0.003 0.185
H -0.967 0.088 -3.468 0.051 0.048 -0.082
H 1.852 0.310 -2.714 -0.055 0.101 -0.092
H 1.600 1.272 -4.151 -0.033 -0.058 0.151
H 0.067 1.595 -1.518 0.211 -0.049 -0.176
H 1.432 2.529 -2.034 -0.164 -0.061 0.019
H 0.198 3.883 -3.410 -0.087 -0.141 -0.056
H -0.716 2.572 -4.101 -0.092 -0.033 0.171
H -1.191 4.062 -1.446 -0.010 -0.143 -0.079
H -2.217 4.117 -2.866 0.113 -0.076 0.083
H -1.719 1.614 -1.191 -0.066 0.070 -0.258
H -4.191 3.378 -1.076 0.077 -0.013 0.140
H -2.937 3.260 0.182 -0.092 0.033 -0.132
H -3.293 0.894 0.490 -0.399 0.207 -0.378
H -4.728 2.382 2.014 0.007 0.033 0.024
H -4.903 -0.464 -0.691 0.083 0.085 -0.089
H -5.520 0.916 -1.638 0.119 0.021 0.009
H -2.780 -0.175 -1.738 0.070 -0.194 -0.101
H -2.637 1.357 -3.710 0.099 -0.135 0.144
H -4.106 2.111 -3.008 0.183 -0.106 -0.223
C -0.761 -2.352 4.321 0.001 -0.029 -0.037
C -0.617 -3.876 4.431 0.022 0.014 0.003
C 0.660 -4.269 3.679 -0.117 -0.064 0.045
S 1.757 -2.848 3.791 0.104 -0.084 0.118
O 1.976 -2.320 2.462 -0.075 0.089 -0.086
O 2.892 -3.147 4.623 0.006 0.040 -0.037
C 0.612 -1.778 4.658 -0.128 0.021 0.024
H -1.524 -1.969 4.998 -0.001 -0.014 0.014
H -1.041 -2.069 3.304 0.022 -0.011 0.027
H -0.529 -4.163 5.480 0.010 0.013 0.000
H -1.482 -4.394 4.021 0.001 -0.008 0.010
H 1.176 -5.121 4.115 0.037 0.008 -0.029
H 0.481 -4.448 2.621 0.026 0.043 -0.014
H 0.773 -0.756 4.322 0.059 -0.009 -0.014
H 0.841 -1.864 5.720 0.018 0.003 -0.004
C 5.570 -0.474 1.301 0.021 0.054 -0.042
C 6.096 0.970 1.285 -0.020 -0.019 -0.011
C 5.533 1.652 0.031 0.105 0.007 0.107
S 3.976 0.822 -0.312 -0.066 -0.029 0.105
O 4.069 0.140 -1.583 -0.058 0.023 -0.021
O 2.862 1.716 -0.077 -0.073 -0.009 -0.060
C 4.077 -0.376 1.005 0.137 -0.107 0.067
H 5.748 -0.963 2.256 0.001 0.001 -0.002
H 6.064 -1.062 0.525 -0.008 -0.008 0.004
H 5.749 1.494 2.177 -0.012 -0.004 -0.002
H 7.184 1.004 1.287 -0.003 0.007 0.005
H 5.329 2.711 0.166 -0.023 0.001 -0.042
H 6.166 1.505 -0.842 -0.038 -0.034 -0.022
H 3.620 -1.305 0.674 -0.050 0.032 -0.005
H 3.523 0.024 1.854 -0.017 -0.003 -0.012
```
Positions in Å, forces in eV/Å.

Atomic partial charges in e from the Löwdin method, atoms 1 to 8: number 1, C, carries -0.113; number 2, O, carries -0.206; number 3, C, carries -0.217; number 4, C, carries -0.142; number 5, C, carries -0.214; number 6, C, carries -0.177; number 7, C, carries -0.181; number 8, C, carries -0.185